Entry from OMol25: C12H27N6O3PPt as an isolated structure in a non-equilibrium geometry (ωB97M-V/def2-TZVPD).

Computed properties:
Net charge   +2
Orbital gap   7.5 eV
Maximum force   0.0222 hartree/bohr
Energy relative to the best compared isomer or geometry (same formula, charge and spin)   39.0 kcal/mol
Electronic energy   -1487.824099 Eh

The geometry in XYZ format:
```
50
C12H27N6O3PPt | OMol25 | ωB97M-V/def2-TZVPD
Pt -0.4545 0.8940 1.1674
N 2.9936 5.5365 -3.6455
C 2.4647 4.8281 -2.9126
C 1.7985 3.9399 -1.9904
C 1.4286 4.3817 -0.7263
C 0.7916 3.5015 0.1208
N 0.5137 2.2349 -0.2296
C 0.8764 1.8141 -1.4543
C 1.5140 2.6329 -2.3598
H 1.6370 5.3932 -0.4067
H 0.4837 3.8158 1.1073
H 0.6269 0.7932 -1.7041
H 1.7826 2.2586 -3.3378
N -0.7193 2.1975 2.8745
N -0.9650 0.9426 3.5162
H -0.0587 2.7710 3.3932
H -1.6050 2.6966 2.7663
H -1.6931 0.9832 4.2233
H -0.1151 0.6078 3.9548
C 3.1709 -2.5076 -0.4590
C 2.2884 -1.3353 -0.1503
O 0.9968 -1.8502 0.3557
P -0.3435 -1.0845 0.2206
O -0.7828 -0.9722 -1.2750
C -0.9379 -2.1684 -2.1434
C 0.1148 -2.1469 -3.2127
O -1.3947 -2.0129 0.8921
C -1.1462 -2.9096 2.0459
C -1.2506 -4.3350 1.5886
H 4.1410 -2.1441 -0.7999
H 2.7434 -3.1347 -1.2407
H 3.3273 -3.1180 0.4297
H 2.0914 -0.7257 -1.0335
H 2.7026 -0.7022 0.6315
H -1.9400 -2.0918 -2.5532
H -0.8877 -3.0618 -1.5227
H 0.0653 -1.2251 -3.7929
H -0.0512 -2.9815 -3.8956
H 1.1171 -2.2522 -2.7942
H -1.9082 -2.6502 2.7749
H -0.1644 -2.6869 2.4605
H -2.2407 -4.5454 1.1856
H -1.0792 -4.9970 2.4387
H -0.4995 -4.5570 0.8295
N -3.2119 2.3720 1.1507
N -2.7411 1.0626 0.7257
H -4.1991 2.3072 1.3821
H -3.1172 3.0078 0.3671
H -2.9489 0.8608 -0.2479
H -3.2147 0.3626 1.2852
```

Mulliken atomic charge list, values in e, 4 entries: Pt 1.268; N -0.322; C -0.265; C 0.722

Entry from OMol25: a 3-piece molecular cluster, C12H27NO7Si overall in a non-equilibrium geometry (ωB97M-V/def2-TZVPD).

Computed properties:
Orbital gap   10.0 eV
SMILES   CC(=O)NCCCC[SiH3].COC(=O)OC.COC(=O)OC
Maximum force   0.1672 hartree/bohr
Electronic energy   -1344.217015 Eh

The geometry in XYZ format:
```
48
C12H27NO7Si | OMol25 | ωB97M-V/def2-TZVPD
C 2.8274 0.2233 -1.8775
C 1.8183 -0.9943 -2.3737
O 2.2860 -1.9174 -3.2594
N 0.4173 -1.0963 -1.8045
C -0.6439 -0.6588 -2.8108
C -2.0111 -0.0685 -2.1020
C -1.9350 1.5182 -1.6913
C -1.5091 2.5215 -2.9341
Si 0.3361 3.0582 -2.6430
H 2.2429 0.8533 -1.0831
H 3.8337 -0.1531 -1.4120
H 2.9830 0.9200 -2.8250
H 0.3157 -0.5614 -0.9017
H -0.2134 0.0384 -3.6683
H -0.9810 -1.6573 -3.3716
H -2.9384 -0.3251 -2.8063
H -2.1878 -0.7028 -1.1136
H -3.0470 1.8366 -1.3968
H -1.2607 1.7238 -0.7290
H -1.6980 2.0636 -4.0019
H -2.1685 3.5099 -2.8334
H 1.2687 2.2011 -3.3619
H 0.5782 2.9147 -1.2074
H 0.4139 4.4804 -3.0640
C -1.0560 -5.7634 3.3417
O 0.1513 -5.7240 2.5834
C 0.0461 -5.0684 1.4000
O -0.9619 -4.5362 0.9620
O 1.2567 -5.1072 0.7883
C 1.2959 -4.4513 -0.4775
H -0.8563 -6.3111 4.2669
H -1.3804 -4.7512 3.6041
H -1.8407 -6.2923 2.7911
H 1.0657 -3.3866 -0.3679
H 0.6053 -4.9277 -1.1808
H 2.3103 -4.5444 -0.8752
C 1.5332 5.2367 3.2678
O 0.5269 4.4685 3.9247
C 0.0555 3.4259 3.1953
O 0.4163 3.1161 2.0706
O -0.8870 2.7876 3.9340
C -1.4751 1.6605 3.2877
H 1.8369 6.0426 3.9416
H 2.4111 4.6192 3.0520
H 1.1389 5.6854 2.3503
H -0.7175 0.8999 3.0728
H -1.9897 1.9661 2.3710
H -2.2133 1.2276 3.9685
```

Mulliken atomic charge list, values in e, 4 entries: C -0.605; C 0.456; O -0.577; N -0.140

Entry from OMol25: C12H27O19S3V as an isolated structure in a non-equilibrium geometry (ωB97M-V/def2-TZVPD).

Computed properties:
Net charge   -1
Orbital gap (spin up / spin down)   7.7 / 7.8 eV
Expectation value of S²   0.778
Spin multiplicity   2
Maximum force   0.0721 hartree/bohr
Energy relative to the best compared isomer or geometry (same formula, charge and spin)   0.0 kcal/mol
Electronic energy   -4041.794829 Eh

The geometry in XYZ format:
```
62
C12H27O19S3V | OMol25 | ωB97M-V/def2-TZVPD
O 0.9915 -2.4670 -0.9575
V -0.0046 -1.4304 -0.3408
O -1.0497 -0.5282 -4.3650
C -1.5090 -1.4578 -3.4212
O -2.3891 -2.2088 -3.7712
O -0.9353 -1.3809 -2.2978
H -1.4450 -0.8332 -5.1892
O -2.8364 -3.8944 1.5773
C -2.4582 -3.3887 0.3553
O -3.3061 -3.3096 -0.5299
O -1.2404 -3.0284 0.3135
H -3.7548 -4.1483 1.4305
O 0.2805 -0.2719 3.7449
C -0.2177 -1.1857 2.8339
O 0.3552 -1.1212 1.6903
O -1.0998 -1.9433 3.2050
H -0.2159 -0.5058 4.5403
O 6.1972 -2.9096 0.2150
S 5.0011 -2.2067 0.5495
O 3.8288 -2.2940 -0.2456
O 4.6233 -2.5814 2.0380
C 3.2651 -2.1930 2.4738
C 3.2749 -2.3883 3.9740
C 5.4018 -0.4908 0.7630
H 2.6265 -2.9031 1.9586
H 2.9906 -1.1741 2.2158
H 4.0748 -1.8042 4.4330
H 3.4068 -3.4231 4.2834
H 2.3153 -2.0157 4.3329
H 4.5680 -0.0157 1.2714
H 5.4604 -0.0701 -0.2392
H 6.3259 -0.4288 1.3249
O 3.4841 1.3319 -1.5360
S 2.1218 1.0950 -1.8263
O 1.4397 0.1115 -1.0423
O 1.3301 2.4389 -1.6860
C 0.0225 2.4552 -2.2813
C -0.6059 3.7714 -1.8666
C 1.9462 0.6819 -3.5107
H -0.6090 1.6507 -1.8981
H 0.0487 2.4068 -3.3695
H -1.6198 3.8861 -2.2439
H 0.0578 4.5799 -2.1817
H -0.7094 3.8476 -0.7834
H 0.9495 0.2989 -3.7120
H 2.7006 -0.0634 -3.7480
H 2.1359 1.5844 -4.0920
O -1.6157 0.2117 -0.0161
S -2.6988 0.7293 0.7551
O -2.6679 0.7021 2.1670
O -2.8712 2.2308 0.2778
C -3.9648 2.9726 0.9068
C -3.8606 4.3626 0.3622
C -4.1234 -0.0668 0.0868
H -3.7862 2.8829 1.9801
H -4.9021 2.4599 0.6843
H -4.0393 4.3031 -0.7105
H -2.9006 4.7869 0.6387
H -4.6477 5.0068 0.7576
H -3.8808 -1.1334 0.0928
H -4.2133 0.2556 -0.9511
H -5.0460 0.2214 0.5797
```

Mulliken atomic charge list, values in e, 4 entries: O -0.084; V 1.544; O -0.534; C 0.386

Entry from OMol25: C12H28Br8N4O8 as an isolated structure in a non-equilibrium geometry (ωB97M-V/def2-TZVPD).

Computed properties:
Orbital gap   9.3 eV
Maximum force   0.0963 hartree/bohr
Electronic energy   -21886.629321 Eh

The geometry in XYZ format:
```
60
C12H28Br8N4O8 | OMol25 | ωB97M-V/def2-TZVPD
Br 14.7633 -11.1733 27.8633
C 13.9788 -12.3324 26.4608
C 14.8194 -12.3895 25.0756
Br 16.6150 -13.2709 25.3613
H 12.9392 -12.0106 26.3992
H 14.0221 -13.3401 26.8740
H 15.0640 -11.3655 24.7932
H 14.3680 -12.8919 24.2201
Br 11.2448 -17.0908 30.0083
C 12.1853 -17.1522 28.2054
C 13.2577 -16.0613 28.1260
Br 14.1459 -15.9262 26.4562
H 11.3287 -17.1982 27.5329
H 12.5660 -18.1709 28.1312
H 14.0468 -16.3979 28.7984
H 12.7965 -15.0938 28.3238
Br 14.0911 -17.2249 18.8928
C 14.5273 -15.5451 19.8825
C 13.3995 -14.9595 20.7634
Br 14.2060 -13.2894 21.4215
H 14.8893 -14.8365 19.1376
H 15.3891 -15.7932 20.5022
H 13.2777 -15.5644 21.6619
H 12.4606 -14.9013 20.2127
Br 19.2487 -11.8980 20.6826
C 17.8865 -12.7412 21.7453
C 17.8792 -14.0994 21.2071
Br 17.1550 -15.2742 22.6011
H 16.9963 -12.1291 21.6004
H 18.0997 -12.8304 22.8105
H 18.8797 -14.5205 21.1084
H 17.2558 -14.2056 20.3193
C 10.2832 -11.4097 27.0122
N 10.1066 -11.3546 25.5182
O 9.0093 -11.4937 25.0392
O 11.1324 -11.3215 24.9292
H 10.9559 -10.5943 27.2778
H 10.5972 -12.3790 27.3996
H 9.2894 -11.1271 27.3594
C 20.4169 -13.4246 25.1260
N 20.5049 -12.1923 24.4107
O 20.9642 -12.2973 23.2810
O 20.0562 -11.1550 24.9067
H 20.6984 -14.2359 24.4547
H 19.3872 -13.6194 25.4257
H 21.1990 -13.3829 25.8842
C 17.9931 -9.4463 26.8095
N 19.0793 -8.7691 27.6235
O 20.1972 -9.1626 27.5083
O 18.7703 -7.6798 28.1399
H 17.1908 -9.6512 27.5184
H 18.3005 -10.4477 26.5083
H 17.6356 -8.7069 26.0928
C 17.5317 -16.5395 26.0730
N 18.9708 -16.3157 25.9910
O 19.4357 -16.2923 24.7883
O 19.7076 -16.1064 27.0115
H 17.4051 -17.5086 26.5557
H 17.0533 -16.6766 25.1032
H 17.1415 -15.7322 26.6928
```

Mulliken atomic charge list, values in e, 4 entries: Br -0.115; C 0.455; C -0.482; Br -0.036

Entry from OMol25: a 5-piece molecular cluster, C12H28ClN4O4 overall in a non-equilibrium geometry (ωB97M-V/def2-TZVPD).

Computed properties:
Net charge   -1
Orbital gap   9.6 eV
Maximum force   0.0279 hartree/bohr
Energy relative to the best compared isomer or geometry (same formula, charge and spin)   8.0 kcal/mol
Electronic energy   -1454.432918 Eh

The geometry in XYZ format:
```
49
C12H28ClN4O4 | OMol25 | ωB97M-V/def2-TZVPD
Cl 0.0218 0.0180 -0.5544
C 2.3882 3.3440 -1.7951
C 2.5349 3.5082 -0.2949
O 3.2272 4.4121 0.1722
N 1.8928 2.6096 0.4600
C 1.8490 2.6074 1.8929
H 3.0196 2.5218 -2.1330
H 2.6779 4.2848 -2.2509
H 1.3624 3.0924 -2.0671
H 1.4368 1.8252 0.0053
H 0.8226 2.6223 2.2674
H 2.3228 3.4809 2.3343
H 2.3426 1.7229 2.3008
C -2.9878 -2.6259 0.8576
C -2.7864 -3.3320 -0.4530
O -3.6721 -4.0367 -0.9352
N -1.5991 -3.1290 -1.0633
C -1.2127 -3.7430 -2.3011
H -2.1816 -1.8953 1.0109
H -2.8921 -3.3571 1.6589
H -3.9052 -2.0476 0.8849
H -1.0015 -2.4129 -0.6777
H -1.9422 -4.4889 -2.6049
H -0.2852 -4.3210 -2.2047
H -1.0428 -2.9791 -3.0590
C -1.9174 3.1216 -1.7411
C -2.8936 2.8821 -0.6205
O -3.8522 3.6354 -0.4627
N -2.6663 1.8006 0.1439
C -3.4682 1.4014 1.2722
H -1.4899 4.1239 -1.6931
H -2.4132 3.0437 -2.7098
H -1.0714 2.4301 -1.7806
H -1.8584 1.2227 -0.0841
H -3.3669 0.3289 1.4154
H -4.5225 1.6069 1.0793
H -3.1804 1.9525 2.1698
C 1.4178 -3.5064 1.0007
C 2.6995 -2.7443 1.2288
O 3.6438 -3.2573 1.8278
N 2.7480 -1.4972 0.7345
C 3.9305 -0.6698 0.8992
H 0.8866 -3.1235 0.1312
H 0.7275 -3.3716 1.8393
H 1.5937 -4.5758 0.9332
H 1.9704 -1.0784 0.2298
H 3.8072 0.1873 0.2389
H 4.8224 -1.1943 0.5508
H 4.0626 -0.3995 1.9460
```

Mulliken atomic charge list, values in e, 4 entries: Cl -0.962; C -0.869; C 0.800; O -0.719

> Which value of electronic energy does entry 3 give?

-4041.794829 Eh